A single C21H24N4O4S molecule at a distorted geometry. Source: the OMol25 dataset; level of theory: wB97M-V/def2-TZVPD.

Structure (XYZ):
```
54
Properties=species:S:1:pos:R:3:forces:R:3
C -8.080585 -1.161887 -0.631921 -0.127 0.112 0.006
O -7.074439 -2.146049 -0.688915 0.157 -0.165 -0.013
C -5.789625 -1.769437 -0.441154 0.413 -0.171 0.029
C -4.827554 -2.772132 -0.517862 -0.361 0.112 -0.027
C -3.492874 -2.488973 -0.290778 0.157 0.178 0.059
C -3.091936 -1.199679 0.019682 -0.145 0.086 -0.018
O -1.797612 -0.799636 0.239950 -0.445 0.204 -0.020
C -0.794223 -1.778878 0.327336 0.205 -0.123 0.022
C -4.063133 -0.187854 0.112272 0.101 -0.287 -0.105
N -3.602249 1.088617 0.455216 0.405 -0.417 0.084
C -4.277833 2.254891 0.433362 0.309 0.343 0.196
O -5.445324 2.405466 0.144782 -0.272 0.075 -0.079
C -3.404423 3.448771 0.827409 0.133 -0.032 -0.269
S -2.259849 3.935508 -0.513290 -0.324 0.339 -0.163
C -0.931603 2.908381 -0.140861 0.023 -0.525 0.678
N -0.849284 2.013311 0.799013 -1.097 0.947 -0.320
N 0.387932 1.479859 0.713712 1.523 -0.391 -0.372
C 0.996227 2.065780 -0.260672 -0.221 -0.357 0.600
C 2.374689 1.815622 -0.741297 0.301 0.116 -0.358
N 3.101230 1.068707 0.250254 -0.476 -0.076 0.290
C 4.310196 0.457586 -0.041648 0.355 0.031 -0.157
C 5.080736 0.848913 -1.133101 -0.240 0.054 0.048
C 6.317172 0.275570 -1.371540 0.080 -0.165 0.104
C 6.820941 -0.704095 -0.533044 0.042 0.052 -0.115
C 8.164842 -1.326189 -0.767921 -0.016 0.018 0.068
C 6.046343 -1.092794 0.554924 -0.075 0.161 -0.166
C 4.808862 -0.536429 0.818167 -0.052 -0.063 0.075
C 4.010020 -0.986376 2.007478 0.087 0.079 -0.137
O 0.208735 2.997327 -0.858299 -0.013 0.046 -0.062
C -5.399660 -0.473226 -0.120390 -0.316 -0.044 -0.047
H -9.008490 -1.676927 -0.875805 0.036 0.085 0.024
H -7.904703 -0.364521 -1.360184 -0.002 -0.009 0.030
H -8.159527 -0.725789 0.368653 0.007 0.004 -0.033
H -5.141045 -3.774102 -0.761469 -0.039 -0.130 -0.035
H -2.770176 -3.285684 -0.364642 0.102 -0.053 0.001
H -1.024443 -2.521808 1.097109 -0.010 0.008 -0.026
H -0.637887 -2.284362 -0.631675 -0.031 0.007 0.038
H 0.107650 -1.234355 0.604347 -0.012 -0.108 -0.023
H -2.615301 1.107228 0.712148 -0.147 0.184 0.021
H -2.801893 3.242208 1.709714 -0.049 0.049 0.061
H -4.044940 4.315772 0.983841 0.045 -0.108 -0.007
H 2.313833 1.285713 -1.709889 0.064 0.120 0.112
H 2.858670 2.783997 -0.928483 -0.079 -0.112 -0.066
H 2.502919 0.569174 0.890253 -0.005 0.030 0.000
H 4.722420 1.614528 -1.803442 -0.062 0.102 -0.073
H 6.893244 0.601706 -2.225722 0.066 0.019 -0.082
H 8.862597 -1.026555 0.014320 0.112 -0.025 -0.003
H 8.093866 -2.412777 -0.751559 0.072 -0.073 -0.034
H 8.572539 -1.017444 -1.727266 0.075 -0.021 -0.054
H 6.426560 -1.857082 1.218979 0.011 -0.099 0.105
H 3.055659 -1.417202 1.699147 -0.113 -0.033 0.056
H 3.805948 -0.149906 2.675339 -0.089 0.039 0.110
H 4.557110 -1.743303 2.563349 -0.021 -0.038 0.052
H -6.110353 0.330802 -0.047931 -0.042 0.023 -0.002
```
Positions in Å, forces in eV/Å.

Output
- energy relative to the best compared isomer or geometry (same formula, charge and spin) (kcal/mol) = 52.96
- SMILES = COc1ccc(OC)c(NC(=O)CSc2nnc(CNc3ccc(C)cc3C)o2)c1